[1]
DFT (ωB97M-V/def2-TZVPD) results for a molecular structure, C11H13Br9F6O4 in a non-equilibrium geometry.

```
43
Properties=species:S:1:pos:R:3:forces:R:3:lowdin_spin:R:1
C 16.687141 -5.090221 -8.401390 1.2 2.4 -0.6 0.0000
C 17.364926 -5.827390 -7.282963 0.7 0.0 -2.1 0.0000
O 16.539170 -5.684034 -6.201983 -1.4 1.2 5.8 0.0001
C 16.858597 -4.879322 -4.993861 5.0 1.6 -2.9 0.0002
O 17.829290 -4.102062 -4.846678 -4.0 -3.4 -1.2 0.0016
C 15.912847 -5.055677 -3.829712 -0.5 -1.3 0.1 0.0000
F 16.564899 -5.039439 -2.641447 -0.7 -0.3 -1.4 0.0002
F 15.035509 -4.048221 -3.823585 -0.1 -0.6 0.0 0.0001
F 15.284339 -6.267192 -3.999721 0.2 1.4 0.9 0.0000
H 17.199406 -5.170869 -9.360118 0.0 -0.7 -0.1 0.0000
H 16.863607 -4.035130 -8.192210 -0.9 0.4 0.0 0.0000
H 15.632664 -5.347442 -8.501464 0.2 0.0 0.2 0.0000
H 18.386880 -5.566329 -7.008077 0.0 0.3 -0.5 0.0000
H 17.325423 -6.797743 -7.777891 0.3 -1.1 1.6 0.0000
C 17.955685 -3.907428 -0.183348 0.6 0.5 -0.8 0.0028
C 18.557603 -3.629198 1.192421 0.1 -0.4 0.2 0.0005
O 19.052860 -2.226157 1.294193 0.5 0.0 -0.1 0.0008
C 19.750460 -1.787681 2.362475 -1.6 -4.3 2.2 0.0001
O 19.926166 -2.501936 3.371079 0.3 2.6 -2.7 0.0001
C 19.895309 -0.262303 2.306429 1.5 0.4 1.2 0.0006
F 20.744646 0.232849 3.314614 -0.7 -1.0 -1.5 0.0004
F 20.309875 0.184203 1.139643 -0.4 0.1 0.6 0.0051
F 18.707489 0.229504 2.625748 -0.7 0.4 -0.3 0.0001
H 18.711461 -4.328479 -0.846394 0.3 0.3 0.1 0.0005
H 17.643781 -2.978057 -0.659883 -0.2 -0.1 0.0 0.0028
H 17.157027 -4.643366 -0.276326 -0.3 0.2 0.9 0.0000
H 19.358721 -4.359239 1.307890 0.4 0.6 0.4 0.0002
H 17.841309 -3.840367 1.986418 0.0 0.5 0.2 0.0000
C 14.706350 -1.436290 0.138338 -0.4 1.4 -0.5 0.0004
Br 12.996892 -0.323572 -0.015218 1.3 -0.6 0.2 0.0003
Br 16.306010 -0.321434 -0.340460 -1.3 -0.9 0.5 0.0028
Br 14.519781 -2.949116 -1.005874 0.1 0.1 0.2 0.0004
H 14.750701 -1.740173 1.184186 0.2 0.1 -0.4 0.0000
C 20.273006 3.420446 4.102329 -0.2 0.2 0.3 0.0000
Br 21.811903 4.477982 4.390137 1.0 0.4 -0.2 0.0002
Br 19.432184 4.048701 2.421471 0.0 -0.7 1.2 0.0006
Br 19.315913 3.552008 5.827484 -0.5 -0.2 -0.9 0.0000
H 20.580219 2.375763 4.053658 -0.3 0.3 -0.5 0.0000
C 21.940964 -1.856025 -2.397593 0.1 0.8 0.5 0.3066
Br 23.094577 -3.629993 -2.439422 0.9 -1.3 -0.2 0.3643
Br 22.331107 -0.539151 -0.936094 0.6 0.6 0.3 0.1643
Br 20.029809 -2.188810 -2.268486 -0.8 0.0 -0.7 0.1313
H 22.268463 -1.343490 -3.302109 -0.5 0.0 -0.2 0.0124
```
Forces are in eV/Å.

Multiplicity: 2
Net charge: -1
HOMO energy (spin up / spin down) in eV: -1.44 / -5.44



[2]
DFT (ωB97M-V/def2-TZVPD) results for a single C4H4S molecule in a non-equilibrium geometry.

```
9
Properties=species:S:1:pos:R:3:forces:R:3:mulliken_charge:R:1
C 0.013894 1.513604 -0.704337 0.7 1.5 -0.5 0.0208
C -0.113008 0.422462 -0.294487 0.4 -1.2 0.9 1.2778
C 0.212884 2.764174 -1.226510 -0.7 2.7 0.5 -0.9071
C -0.175354 -0.905522 0.146883 -2.7 -2.4 -1.3 -1.3174
S -0.552872 3.337203 -2.508116 -0.3 0.1 -1.4 -0.2146
H 0.618769 3.591540 -0.625121 0.7 -0.9 0.2 0.2952
H 0.802595 -1.387048 0.236264 -0.3 0.1 0.5 0.2955
H -0.723348 -1.415233 -0.749136 0.9 0.2 1.6 0.2707
H -0.922652 -0.980094 0.991538 1.3 -0.3 -0.5 0.2793
```
Forces are in eV/Å.

Energy above the lowest of the compared OMol25 structures with the same formula, charge and spin in kJ/mol: 259.3
SMILES: CC#CC=S
Net charge: 0
HOMO energy in eV: -8.70



[3]
DFT (ωB97M-V/def2-TZVPD) results for a single C23H33NO2 molecule.

```
59
Properties=species:S:1:pos:R:3:forces:R:3:mulliken_charge:R:1
C 5.385586 -0.183064 4.211821 0.0 0.1 0.0 -1.4571
C 4.004099 -0.277818 3.638684 0.0 0.0 0.1 1.1492
C 2.880437 -0.233976 4.448096 0.2 0.0 0.0 -1.1989
C 1.605831 -0.305005 3.910967 -0.1 0.0 -0.1 -0.5805
C 1.406390 -0.422255 2.541804 -0.1 0.0 0.1 -1.3752
C 2.540141 -0.465458 1.733106 0.0 0.0 0.0 -0.1210
C 3.810533 -0.394447 2.267845 0.0 0.0 0.0 -1.3131
H 4.668408 -0.429678 1.610858 0.1 0.0 -0.1 0.3623
H 2.438407 -0.552608 0.661740 0.0 0.0 -0.1 0.3357
C 0.029080 -0.513918 1.906450 0.1 0.0 0.1 3.8069
C -0.104946 -1.863762 1.183808 -0.2 0.0 -0.1 -1.3940
C -1.461082 -1.958056 0.487911 0.0 -0.3 -0.1 0.6090
C -2.580754 -1.848731 1.518821 0.1 0.0 0.0 -1.6803
C -2.464114 -0.503676 2.230836 -0.2 0.0 0.2 0.4984
C -1.108091 -0.408384 2.929626 0.0 0.0 -0.1 -2.0878
H -1.042557 0.544867 3.458799 0.0 0.0 0.1 0.5658
H -1.028852 -1.216378 3.660357 0.0 0.0 0.1 0.6199
C -2.609003 0.626543 1.214156 0.1 -0.1 0.0 -1.9105
H -3.583670 0.558231 0.723687 -0.1 0.0 -0.1 0.4912
C -1.489171 0.528921 0.174598 -0.1 0.3 -0.3 2.6878
C -1.586105 -0.827090 -0.531846 0.1 -0.1 0.2 -1.3674
H -2.541262 -0.906816 -1.058625 -0.1 0.0 -0.1 0.4950
H -0.783022 -0.915013 -1.266597 0.0 0.0 -0.1 0.2478
C -0.140673 0.626777 0.890977 -0.1 -0.2 0.0 -2.0540
H -0.072919 1.582556 1.416694 0.0 0.1 0.0 0.3676
H 0.659276 0.607891 0.151984 0.0 0.0 0.0 0.5090
C -1.633612 1.682092 -0.841455 0.2 -0.2 0.2 -1.9661
C -0.670153 1.537154 -2.006842 -0.7 0.2 0.1 0.4849
O 0.510497 1.815037 -1.927774 0.5 0.1 0.1 -0.6751
N -1.249863 1.071934 -3.134880 -0.4 -0.1 -0.4 0.0058
H -2.209010 0.758490 -3.101781 0.1 0.0 0.2 0.4254
C -0.553968 0.756842 -4.376286 0.2 -0.1 -0.2 1.3000
C 0.130392 2.007038 -4.930652 -0.1 -0.2 0.1 -1.9103
H 0.616172 1.782391 -5.876320 0.1 0.0 -0.2 0.4687
H -0.598379 2.798744 -5.086903 -0.1 0.1 0.0 0.4107
H 0.874014 2.353923 -4.219439 0.1 0.0 0.0 0.4020
C 0.483662 -0.346168 -4.132246 -0.2 0.2 0.0 -1.6947
H 0.016790 -1.241497 -3.722918 0.0 -0.1 0.1 0.3884
H 1.218699 0.013560 -3.417559 0.1 0.0 0.1 0.3709
H 0.990258 -0.602223 -5.059373 0.1 -0.1 -0.1 0.4412
C -1.640923 0.279647 -5.362071 0.4 0.4 0.0 -1.0032
O -2.493013 -0.693208 -4.807495 -0.2 -0.4 0.2 -0.5334
H -1.977489 -1.486423 -4.622629 -0.1 0.0 0.0 0.3290
H -1.166392 -0.087406 -6.280720 0.0 0.1 0.1 0.4237
H -2.291948 1.118561 -5.620385 0.1 0.0 0.0 0.3848
H -2.661466 1.718800 -1.207378 -0.1 0.0 0.0 0.3776
H -1.408554 2.622694 -0.335793 0.0 0.0 0.0 0.5250
H -2.557362 1.592328 1.722211 0.0 0.1 0.0 0.4377
H -3.259299 -0.417876 2.980969 0.1 0.0 0.0 0.2489
H -2.502071 -2.663301 2.242319 0.0 -0.1 0.0 0.5425
H -3.553160 -1.930039 1.027044 -0.1 0.0 0.0 0.5190
H -1.534131 -2.922059 -0.030185 0.0 0.1 0.0 0.3399
H 0.001410 -2.674351 1.909216 0.1 0.0 0.0 0.5284
H 0.691092 -1.973639 0.445781 0.1 0.0 0.0 0.4664
H 0.768176 -0.266584 4.588825 -0.1 0.0 0.0 0.4267
H 2.997509 -0.143273 5.519294 0.0 0.0 0.1 0.3194
H 6.054926 -0.888396 3.722770 0.1 0.0 0.0 0.3664
H 5.786503 0.819240 4.057293 0.1 0.0 0.0 0.2783
H 5.378944 -0.386096 5.280097 0.1 0.0 0.1 0.3656
```
Forces are in eV/Å.

Energy above the lowest of the compared OMol25 structures with the same formula, charge and spin in kJ/mol: 5.6
SMILES: Cc1ccc([C@@]23C[C@@H]4C[C@@H](C[C@@](CC(=O)NC(C)(C)CO)(C4)C2)C3)cc1
Net charge: 0
HOMO energy in eV: -8.57



[4]
DFT (ωB97M-V/def2-TZVPD) results for a molecular structure, C15H16ClIrN3O5S2 in a non-equilibrium geometry.

```
43
Properties=species:S:1:pos:R:3:forces:R:3:mulliken_charge:R:1
Ir 0.554716 -0.599475 0.255185 0.8 -0.7 -0.3 1.2689
S 0.999341 1.418260 1.104501 0.2 0.1 0.3 -0.4386
C 0.498344 1.341941 2.783591 0.1 0.4 -0.2 0.3885
C 0.513571 2.484791 3.588290 0.0 0.0 0.0 -0.6615
C 0.139278 2.417698 4.919494 0.0 -0.1 0.0 -0.5087
C -0.267749 1.197268 5.460994 0.0 0.0 -0.1 -0.5030
C -0.295052 0.068333 4.659800 0.0 0.0 0.0 -0.5875
C 0.092736 0.133358 3.319239 -0.1 -0.3 0.2 0.3205
S 0.119885 -1.319739 2.328494 -0.2 -0.3 0.2 -0.5257
H 0.830702 3.426172 3.152176 0.0 0.0 0.0 0.3747
H 0.159940 3.310042 5.533172 0.0 0.0 0.0 0.3398
H -0.562777 1.130173 6.501014 0.0 0.0 0.0 0.3382
H -0.613559 -0.886964 5.063342 0.0 0.0 0.0 0.3565
C 1.775928 -4.470461 -1.297379 0.0 0.1 -0.1 -0.6557
O 1.859841 -3.588697 -2.431082 0.0 -0.1 0.0 -0.4249
C 1.152062 -2.456568 -2.377206 0.1 -0.1 0.2 0.6726
O 0.337179 -2.203430 -1.495996 -0.1 0.1 0.1 -0.7303
N 1.412758 -1.682765 -3.449102 0.0 0.1 0.1 0.0328
N 1.047482 -0.329048 -3.507661 -0.1 0.1 -0.2 -0.8182
H 1.763363 -5.481562 -1.696564 0.0 0.0 0.0 0.2643
H 0.876586 -4.269779 -0.723941 0.0 0.0 0.0 0.2851
H 2.649934 -4.310168 -0.671318 0.0 0.0 0.0 0.2590
H 2.227900 -1.924307 -3.986257 0.0 0.0 -0.1 0.2894
H 0.065749 -0.257131 -3.274832 -0.1 0.0 -0.1 0.3513
H 1.562539 0.156989 -2.773764 0.0 -0.1 -0.2 0.4186
O 2.476032 -0.191390 -1.226133 0.2 0.0 0.2 -0.7098
N 3.197955 -1.122503 -0.735350 -0.1 0.0 0.2 1.1740
O 4.287264 -1.382594 -1.209461 0.0 0.0 -0.1 -0.7086
O 2.713860 -1.757544 0.236060 0.3 0.4 -0.2 -0.6518
Cl -3.255725 4.332876 -3.270381 0.0 0.0 0.0 -0.2651
C -2.726549 2.966221 -2.309972 0.0 0.1 0.0 0.4241
C -2.604217 1.725387 -2.898717 0.0 -0.1 0.0 -0.8273
C -2.198055 0.648761 -2.114387 0.0 0.0 -0.2 -0.1337
C -1.891324 0.788593 -0.764621 -0.1 -0.3 0.0 0.1467
C -1.444242 -0.391652 0.043296 0.0 0.8 0.0 -1.4412
C -2.050332 2.055986 -0.201260 0.0 0.1 0.0 -0.0891
C -2.458971 3.139630 -0.960266 0.0 0.0 0.0 -0.8034
H -2.827737 1.597663 -3.949727 0.0 0.0 0.0 0.3851
H -2.148783 -0.341003 -2.558789 0.1 0.0 0.0 0.5420
H -1.717589 -1.326929 -0.453644 -0.2 0.0 0.1 0.5185
H -1.858756 -0.357576 1.051538 -0.4 0.0 -0.1 0.5415
H -1.829425 2.192588 0.849179 0.0 0.0 0.0 0.3806
H -2.564117 4.118545 -0.511535 0.0 0.0 0.0 0.4115
```
Forces are in eV/Å.

Energy above the lowest of the compared OMol25 structures with the same formula, charge and spin in kJ/mol: 123.9
Net charge: -1
HOMO energy in eV: -3.82



[5]
DFT (ωB97M-V/def2-TZVPD) results for a molecular structure, C10H13N3 in a non-equilibrium geometry.

```
26
Properties=species:S:1:pos:R:3:forces:R:3:mulliken_charge:R:1
C -3.486878 -1.662965 0.159792 -1.4 2.0 -1.2 -0.7100
C -1.680946 0.046494 -0.199431 -0.4 -7.1 1.9 0.2172
C 0.559218 -0.706366 0.031402 -1.7 0.0 0.2 0.3981
C 1.354154 -1.895014 -0.117559 2.3 0.6 2.4 -0.2775
C 2.801039 -1.847970 0.016177 -3.5 -2.7 0.1 -0.1882
C 3.280219 -0.593090 -0.189183 -1.5 0.6 1.0 -0.8949
C 2.515302 0.548864 -0.064237 -4.5 1.6 1.3 -0.5756
C 1.051698 0.663486 0.290748 2.6 -6.0 -3.2 -0.0599
C -0.000300 1.717435 0.412302 -1.9 -1.3 1.2 0.6589
C 0.268338 3.023434 -0.106213 1.9 6.5 -0.2 -1.1880
H -3.560070 -2.011895 -0.959126 -0.3 -0.4 2.5 0.2483
H -4.529214 -1.487946 0.756313 2.4 -1.1 -1.7 0.2361
H -2.734520 -2.193319 0.750713 -0.4 0.0 -0.3 0.3000
H -3.895338 0.238651 -0.399594 1.7 0.7 0.0 0.2667
H 0.832352 -2.803396 0.175396 -0.1 0.0 -0.7 0.3311
H 3.407091 -2.824764 0.349706 -1.3 2.5 -1.3 0.2564
H 4.267561 -0.492410 -0.057788 3.8 0.8 -0.2 0.4026
H 2.883692 1.519602 -0.128038 1.7 1.3 -0.2 0.3255
H -0.138345 2.099463 1.518561 -0.3 -2.2 -1.4 0.0484
H 1.373492 3.047593 0.134926 -0.9 1.0 -1.1 0.3967
H -0.107621 3.935267 1.023862 0.6 -2.0 -4.2 0.2211
H -0.007379 3.442697 -1.409499 0.9 -1.5 4.5 0.2603
H -1.958333 2.107673 -0.567650 2.5 -3.3 1.2 0.3588
N -3.045069 -0.222879 -0.047796 -0.2 -1.4 0.3 -0.2960
N -0.832665 -1.065402 -0.025396 -1.3 4.1 -0.2 -0.5384
N -1.237184 1.239271 -0.296890 -0.7 7.1 -0.6 -0.1976
```
Forces are in eV/Å.

Energy above the lowest of the compared OMol25 structures with the same formula, charge and spin in kJ/mol: 678.1
Net charge: 0
HOMO energy in eV: -7.25



Look up the net charge of the fifth one. 0



Number 4 is which compound? C15H16ClIrN3O5S2



Copy entry 2 word for word.
DFT (ωB97M-V/def2-TZVPD) results for a single C4H4S molecule in a non-equilibrium geometry.

```
9
Properties=species:S:1:pos:R:3:forces:R:3:mulliken_charge:R:1
C 0.013894 1.513604 -0.704337 0.7 1.5 -0.5 0.0208
C -0.113008 0.422462 -0.294487 0.4 -1.2 0.9 1.2778
C 0.212884 2.764174 -1.226510 -0.7 2.7 0.5 -0.9071
C -0.175354 -0.905522 0.146883 -2.7 -2.4 -1.3 -1.3174
S -0.552872 3.337203 -2.508116 -0.3 0.1 -1.4 -0.2146
H 0.618769 3.591540 -0.625121 0.7 -0.9 0.2 0.2952
H 0.802595 -1.387048 0.236264 -0.3 0.1 0.5 0.2955
H -0.723348 -1.415233 -0.749136 0.9 0.2 1.6 0.2707
H -0.922652 -0.980094 0.991538 1.3 -0.3 -0.5 0.2793
```
Forces are in eV/Å.

Energy above the lowest of the compared OMol25 structures with the same formula, charge and spin in kJ/mol: 259.3
SMILES: CC#CC=S
Net charge: 0
HOMO energy in eV: -8.70